[1]
ORCA calculation (ωB97M-V/def2-TZVPD) on 3 unconnected molecules or ions with the total composition C5H17N2O3 at a distorted geometry.

Structure (XYZ):
```
27
Properties=species:S:1:pos:R:3:mulliken_charge:R:1
N 0.3641 -1.0622 2.2218 -0.16
C 0.7658 -0.5478 0.8028 0.05
C 2.2810 -0.4597 0.6634 -1.31
C 0.0273 0.8466 0.6397 0.66
N -0.2372 1.4154 -0.5560 0.16
C -0.8335 2.8398 -0.5528 -0.87
C 0.6129 1.1284 -1.6943 -1.23
O -0.5131 1.2311 1.6520 -0.67
H -0.6266 -1.1277 2.2641 0.30
H 0.5708 -0.2671 2.8027 0.36
H 0.8953 -1.8990 2.3506 0.35
H 0.4630 -1.2910 0.0150 0.11
H 2.7223 0.3272 -0.0328 0.25
H 2.8550 -1.3923 0.4690 0.40
H 2.8747 -0.3428 1.6155 0.40
H -0.5336 3.2636 -1.5016 0.40
H -0.4226 3.3144 0.3549 0.31
H -1.9623 2.7772 -0.3400 0.27
H 1.4347 1.8012 -1.5303 0.53
H 0.1325 1.4892 -2.5762 0.36
H 0.8304 0.0870 -1.7847 0.32
H -1.6476 -2.2138 -0.2498 0.37
H -2.5810 -2.7650 0.7767 0.22
O -1.8034 -2.5247 0.6383 -0.54
H -1.3725 -2.0138 -2.5222 0.31
H -2.5880 -1.2149 -2.0675 0.28
O -1.7087 -1.3997 -1.8584 -0.63
```

Output
HOMO	-12.98	eV
E	-535.66322	hartree
HOMO-LUMO gap	10.25	eV
charge	+1
ΔE to the lowest compared entry with this formula, charge and spin	48.2	kcal per mole
LUMO level	-2.7	eV



[2]
ORCA calculation (ωB97M-V/def2-TZVPD) on 2 unconnected molecules or ions with the total composition C5H17N4O at a distorted geometry.

Structure (XYZ):
```
27
Properties=species:S:1:pos:R:3:mulliken_charge:R:1
C -3.5088 -0.2234 -0.4176 -1.20
C 1.1923 2.0719 0.7864 -0.76
C -0.8538 -1.9267 0.4308 -1.07
C -2.4851 0.5082 0.4596 -0.77
C 1.0643 -0.3648 0.3547 0.69
N 3.4188 -0.2848 -1.2050 -1.02
N 1.6963 0.7633 0.5124 -0.13
N -0.2866 -0.5812 0.1464 0.24
N -1.1696 0.5107 -0.0979 -0.30
O 1.7381 -1.4852 0.3953 -0.54
H -3.0406 -0.8937 -1.1405 0.39
H -4.3224 -0.6653 0.1472 0.32
H -3.9279 0.5117 -1.0990 0.42
H 1.4925 2.8595 0.0310 0.31
H 0.0881 2.2037 0.7089 0.25
H 1.4945 2.3536 1.8312 0.31
H -0.6703 -2.5212 -0.3522 0.30
H -0.2909 -2.1956 1.3173 0.40
H -1.9519 -1.9333 0.7414 0.41
H -2.4353 0.2498 1.4610 0.54
H -2.7241 1.5462 0.3642 0.37
H 4.4297 -0.8060 -1.0329 0.35
H 3.0688 -0.5323 -2.1958 0.27
H 2.6717 0.7518 0.2739 0.27
H 3.7144 0.7043 -1.3095 0.31
H -1.1601 0.7152 -1.1088 0.22
H 2.7577 -1.3362 -0.0025 0.43
```

Output
HOMO	-12.41	eV
E	-494.65242	hartree
HOMO-LUMO gap	9.43	eV
charge	+1
ΔE to the lowest compared entry with this formula, charge and spin	30.9	kcal per mole
LUMO level	-3.0	eV



[3]
ORCA calculation (ωB97M-V/def2-TZVPD) on 3 unconnected molecules or ions with the total composition C5H17NO2 at a distorted geometry.

Structure (XYZ):
```
25
Properties=species:S:1:pos:R:3:mulliken_spin:R:1
C -0.3501 -1.8188 0.1039 0.08
N 0.2888 -0.5601 -0.3478 -0.87
C 1.3598 -0.0569 0.7178 1.53
C 1.0686 -0.1485 2.1603 1.61
C 0.8599 -0.9276 -1.6655 0.38
C -1.6758 -2.2336 -0.5551 0.14
H -0.5072 -1.6764 1.2463 0.08
H 0.2742 -2.6688 0.2167 -0.13
H 1.5497 1.0296 0.3201 0.11
H 2.3621 -0.3654 0.2320 -0.68
H 1.0443 -1.1294 2.5148 -0.50
H 1.7610 0.4167 2.7228 -0.96
H 0.0445 0.1408 2.3970 0.54
H 2.0022 -0.9488 -1.7460 -0.01
H 0.6798 -0.1258 -2.2713 -0.09
H 0.2976 -1.7831 -2.1067 0.03
H -2.2085 -1.3284 -0.9387 0.03
H -1.6487 -3.1082 -1.1614 -0.04
H -2.2974 -2.4347 0.2563 -0.08
H -0.2622 1.9464 1.8272 0.01
H 0.0298 3.2755 1.1369 -0.23
O -0.5930 2.7489 1.6137 -0.17
H -1.5152 2.5281 -1.4904 -0.02
H -0.4357 1.6179 -1.3928 0.00
O -0.7528 2.2070 -2.1008 0.23
```

Output
HOMO (spin up / spin down)	1.09 / -5.53	eV
E	-405.78839	hartree
HOMO-LUMO gap (spin up / spin down)	2.60 / 9.02	eV
charge	-1
ΔE to the lowest compared entry with this formula, charge and spin	73.3	kcal per mole
LUMO level (spin up / spin down)	3.7 / 3.5	eV
2S+1	2



[4]
ORCA calculation (ωB97M-V/def2-TZVPD) on 3 unconnected molecules or ions with the total composition C5H17NO2 at a distorted geometry.

Structure (XYZ):
```
25
Properties=species:S:1:pos:R:3:mulliken_charge:R:1
C 0.5120 0.6453 1.1027 -0.22
C 0.4301 -0.7254 0.5531 -1.25
C -0.8591 1.1466 1.6707 -0.64
N -1.4873 2.2650 0.9892 -0.05
C -2.0927 1.8206 -0.2758 -0.92
C -2.2939 3.0662 2.0092 -1.09
H 0.7077 1.6066 0.3830 0.28
H 1.2739 0.4523 2.0200 0.23
H 0.2111 -1.4999 1.2434 0.39
H -0.5479 -0.8366 -0.0752 0.22
H 1.2506 -1.0432 -0.1133 0.31
H -0.4725 1.5015 2.6482 0.37
H -1.5295 0.2734 1.7995 0.36
H -2.7859 0.9694 -0.3915 0.32
H -1.2523 1.8086 -1.1078 0.24
H -2.7249 2.6225 -0.7462 0.32
H -3.1447 2.5988 2.5785 0.35
H -1.7972 3.6403 2.7255 0.39
H -2.8504 3.7930 1.5137 0.39
H 4.1253 -3.9464 -1.6971 0.32
H 4.6551 -2.8737 -0.9434 0.30
O 4.2822 -3.6928 -0.7592 -0.63
H 0.3754 -3.8774 -3.7273 0.32
H 0.1723 -2.3307 -4.0331 0.33
O 0.7887 -3.1112 -4.1609 -0.65
```

Output
HOMO	-8.70	eV
SMILES	CCCN(C)C.O.O
E	-405.82381	hartree
HOMO-LUMO gap	9.30	eV
ΔE to the lowest compared entry with this formula, charge and spin	74.4	kcal per mole
LUMO level	0.6	eV



[5]
ORCA calculation (ωB97M-V/def2-TZVPD) on 3 unconnected molecules or ions with the total composition C5H17NO2 at a distorted geometry.

Structure (XYZ):
```
25
Properties=species:S:1:pos:R:3:mulliken_charge:R:1
C 0.8904 -1.1643 0.2168 -0.95
C 0.0634 0.1035 0.4092 0.94
C -0.8915 0.3037 -0.7577 -1.73
C 1.0013 1.3067 0.5972 -0.66
C 0.2756 2.5957 0.9517 -1.26
N 0.0323 -2.3349 0.0936 -0.53
H 1.5146 -1.0798 -0.6768 0.25
H 1.6408 -1.2581 1.0163 0.34
H -0.4889 -0.0292 1.3461 0.29
H -1.5203 1.1856 -0.6230 0.44
H -0.3445 0.4530 -1.6899 0.20
H -1.5332 -0.5664 -0.8988 0.56
H 1.5770 1.4216 -0.3256 0.30
H 1.7158 1.0554 1.3855 0.39
H 0.9981 3.3985 1.1198 0.39
H -0.3696 2.9387 0.1426 0.31
H -0.3181 2.5014 1.8615 0.30
H -0.4680 -2.5012 0.9610 0.22
H 0.5629 -3.1866 -0.0585 0.23
H -3.7242 -0.2988 1.9115 0.30
H -2.5721 -0.6720 1.0016 0.33
O -3.0369 -0.9386 1.8072 -0.65
H 1.3956 -0.5529 -3.0027 0.32
H 1.7908 0.7967 -3.6230 0.30
O 2.0378 0.1860 -2.9287 -0.62
```

Output
HOMO	-9.26	eV
SMILES	CC[C@@H](C)CN.O.O
E	-405.93161	hartree
HOMO-LUMO gap	10.01	eV
ΔE to the lowest compared entry with this formula, charge and spin	6.8	kcal per mole
LUMO level	0.8	eV



[6]
ORCA calculation (ωB97M-V/def2-TZVPD) on 3 unconnected molecules or ions with the total composition C5H17NO2 at a distorted geometry.

Structure (XYZ):
```
25
Properties=species:S:1:pos:R:3:mulliken_charge:R:1
C -0.9293 0.1389 -2.3861 -1.22
C 0.1859 0.1442 -1.3404 -0.34
C 1.3596 -0.7780 -1.6456 -0.58
C 2.3621 -0.7967 -0.4649 -0.94
N 2.3118 -1.9563 0.4046 -0.36
C 2.9053 -3.1581 -0.2014 -0.82
H -0.5606 -0.3662 -3.2842 0.34
H -1.1812 1.1295 -2.7412 0.32
H -1.8649 -0.3566 -2.1541 0.32
H 0.6178 1.1408 -1.2540 0.27
H -0.2199 -0.1100 -0.3605 0.34
H 0.9972 -1.7685 -1.8472 0.42
H 1.9559 -0.4850 -2.5145 0.27
H 3.3950 -0.6036 -0.7309 0.46
H 2.1601 0.0887 0.1550 0.41
H 1.3767 -2.1033 0.7198 0.23
H 2.9507 -3.9433 0.5501 0.31
H 2.3037 -3.5856 -1.0060 0.26
H 3.8776 -2.8190 -0.5332 0.30
H -3.0314 4.6444 3.0993 0.32
H -2.3992 4.3148 1.7220 0.32
O -3.0651 4.0369 2.3595 -0.66
H -3.3899 2.1081 2.7230 0.37
H -3.8066 1.2763 1.5652 0.29
O -3.7891 1.2450 2.5317 -0.64
```

Output
HOMO	-8.51	eV
SMILES	CCCCNC.O.O
E	-405.90331	hartree
HOMO-LUMO gap	8.94	eV
ΔE to the lowest compared entry with this formula, charge and spin	24.6	kcal per mole
LUMO level	0.4	eV



[7]
ORCA calculation (ωB97M-V/def2-TZVPD) on 3 unconnected molecules or ions with the total composition C5H17NO2 at a distorted geometry.

Structure (XYZ):
```
25
Properties=species:S:1:pos:R:3:mulliken_charge:R:1
C 0.0480 3.9988 1.0937 -0.87
N 0.6688 2.6724 0.9713 -0.39
C -0.2540 -0.9960 0.8026 -1.18
C 0.5836 0.2885 0.7294 -0.48
C -0.1505 1.5148 1.3053 -0.03
C -0.4845 1.4045 2.7927 -1.27
H -0.7624 4.0694 0.3863 0.29
H 0.8010 4.7628 0.9473 0.32
H -0.4421 4.1094 2.0717 0.30
H 1.4430 2.7003 1.6272 0.29
H -0.4925 -1.4323 -0.1652 0.30
H -1.2495 -0.7915 1.2175 0.35
H 0.0910 -1.7314 1.5315 0.31
H 1.5752 0.1219 1.1519 0.36
H 0.6717 0.5723 -0.3172 0.32
H -1.0372 1.5556 0.7057 0.34
H -1.0153 2.2838 3.1538 0.37
H -1.1141 0.5392 2.9916 0.38
H 0.4845 1.2823 3.2844 0.30
H -0.9255 -4.9493 -4.0474 0.33
H -1.5666 -5.2959 -2.8019 0.32
O -1.8132 -5.1761 -3.7308 -0.64
H 1.6112 -3.8296 -5.9509 0.32
H 1.5326 -3.4224 -4.6579 0.31
O 1.7969 -4.2513 -5.0923 -0.64
```

Output
HOMO	-8.80	eV
SMILES	CC[C@@H](C)NC.O.O
E	-405.89742	hartree
HOMO-LUMO gap	9.23	eV
ΔE to the lowest compared entry with this formula, charge and spin	28.3	kcal per mole
LUMO level	0.4	eV



[8]
ORCA calculation (ωB97M-V/def2-TZVPD) on 4 unconnected molecules or ions with the total composition C5H17NO2 at a distorted geometry.

Structure (XYZ):
```
25
Properties=species:S:1:pos:R:3:mulliken_charge:R:1
C -1.3343 1.2454 0.7628 -0.06
C -2.5616 1.1155 -0.1726 -0.97
C -0.0871 1.2950 -0.1554 -0.84
N 0.0498 -0.0022 -0.8318 -0.33
C 0.5101 -1.0812 0.0732 -0.21
C 0.3256 -2.4830 -0.4813 -1.22
H -1.1563 2.0377 1.5457 0.36
H -1.3972 0.1621 1.2333 -0.07
H -2.4422 0.2031 -0.7499 0.29
H -2.4983 1.9956 -0.8413 0.35
H -3.5135 1.1368 0.3764 0.32
H 0.8211 1.6238 0.3559 0.47
H -0.3498 2.1538 -0.7724 0.30
H 0.8185 0.2041 -1.4860 0.26
H 1.5203 -0.8824 0.3894 0.32
H -0.0903 -1.0205 0.9820 0.29
H -0.7433 -2.6803 -0.6629 0.25
H 0.8768 -2.6943 -1.4090 0.35
H 0.6863 -3.1440 0.3263 0.34
H 4.9821 1.1917 0.3320 0.31
H 3.6165 0.8808 -0.3040 0.12
O 4.3062 0.4818 0.4535 -0.60
H -2.6716 -1.4467 1.6030 0.27
H 2.5135 1.1511 -1.2881 0.16
O -2.1813 -1.4438 0.7213 -0.48
```

Output
HOMO	-8.50	eV
E	-405.52834	hartree
HOMO-LUMO gap	2.82	eV
ΔE to the lowest compared entry with this formula, charge and spin	259.9	kcal per mole
LUMO level	-5.7	eV



[9]
ORCA calculation (ωB97M-V/def2-TZVPD) on 4 unconnected molecules or ions with the total composition C5H17NO4 at a distorted geometry.

Structure (XYZ):
```
27
Properties=species:S:1:pos:R:3:mulliken_charge:R:1
C -0.0028 -0.0352 1.9951 0.17
C -0.5533 1.2057 2.6727 -1.39
C -1.0913 -1.0747 1.5899 -0.77
N -1.5768 -0.9326 0.2814 -0.23
C -0.6342 -1.3225 -0.7596 -0.67
C -0.5300 -0.1814 -1.7396 0.15
O 0.5240 0.2071 -2.1900 -0.56
H 0.7541 -0.4159 2.8356 0.25
H 0.6953 0.3125 1.2132 0.02
H -0.6415 2.0977 1.9403 0.23
H 0.2248 1.6560 3.3601 0.38
H -1.2966 1.0202 3.4002 0.41
H -1.9357 -0.9382 2.3130 0.44
H -0.7203 -2.1381 1.8521 0.29
H -2.4418 -1.5816 0.0338 0.25
H -0.7606 -2.3178 -1.0732 0.52
H 0.4661 -1.3412 -0.2643 0.15
H -1.4552 0.4708 -1.7991 0.31
H 2.2394 0.4737 -2.0802 0.51
H 3.0230 1.7547 -2.1109 0.27
O 3.1415 0.8450 -2.0026 -0.71
H -3.2423 2.4259 0.1490 0.33
H -2.8815 0.8911 0.1105 0.35
O -3.5318 1.5287 -0.2149 -0.70
H 3.7170 -1.5676 -0.2573 0.28
H 3.3391 -0.1187 -0.3272 0.31
O 3.4692 -0.7942 0.1805 -0.60
```

Output
HOMO	-9.87	eV
SMILES	CCCNCC=O.O.O.O
E	-556.32948	hartree
HOMO-LUMO gap	10.38	eV
ΔE to the lowest compared entry with this formula, charge and spin	65.7	kcal per mole
LUMO level	0.5	eV



Among the records above, which one has the highest ΔE to the lowest compared entry with this formula, charge and spin?
number 8